The following is a DFT calculation (ωB97M-V/def2-TZVPD) of a single C3H3N5 molecule at a distorted geometry.

Each line ends with the Mulliken charge.
Atoms and positions in Å:
1 C 1.138 0.019 -0.049  0.571
2 C -0.746 -1.245 -0.389  -0.023
3 C -0.596 1.456 -0.239  0.130
4 H 2.461 -0.709 1.138  0.263
5 H -1.244 -2.137 -0.722  0.385
6 H -1.089 2.428 -0.433  0.361
7 N 2.201 0.170 0.631  -0.613
8 N 0.515 -1.235 -0.408  -0.359
9 N -1.612 -0.555 0.572  -0.131
10 N -1.555 0.678 0.539  -0.212
11 N 0.528 1.131 -0.641  -0.372

## Properties
Lowest unoccupied orbital energy   -1.25 eV
Energy above the lowest of the compared OMol25 structures with the same formula, charge and spin   2.630 eV
DFT total energy   -10606.237 eV
Frontier orbital gap   8.24 eV
HOMO energy   -9.497 eV

---

The following is a DFT calculation (ωB97M-V/def2-TZVPD) of a single C3H3NO molecule at a distorted geometry.

Each line ends with the Mulliken charge.
Atoms and positions in Å:
1 C -0.363 1.060 -0.048  -0.242
2 C 0.780 0.266 0.355  -0.050
3 C 1.839 -0.374 -0.134  -0.209
4 H -2.018 -1.487 0.291  0.394
5 H -0.531 2.122 -0.015  0.356
6 H 2.812 -0.876 -0.331  0.354
7 N -1.432 0.235 -0.139  -0.296
8 O -1.086 -0.945 0.021  -0.305

## Properties
Lowest unoccupied orbital energy   0.36 eV
Energy above the lowest of the compared OMol25 structures with the same formula, charge and spin   5.621 eV
DFT total energy   -6690.871 eV
Frontier orbital gap   9.16 eV
HOMO energy   -8.795 eV

---

The following is a DFT calculation (ωB97M-V/def2-TZVPD) of a single C3H3NO molecule at a distorted geometry.

Each line ends with the Mulliken charge.
Atoms and positions in Å:
1 C 1.034 0.131 -0.246  0.048
2 C -0.406 -0.155 -0.362  -0.204
3 C -1.003 0.103 0.961  0.234
4 H 1.666 0.435 -1.261  0.251
5 H -0.829 0.505 -1.206  0.250
6 H -0.625 -1.236 -0.755  0.242
7 N -1.493 0.195 2.034  -0.378
8 O 1.657 0.020 0.836  -0.442

## Properties
Lowest unoccupied orbital energy   0.16 eV
Energy above the lowest of the compared OMol25 structures with the same formula, charge and spin   1.004 eV
DFT total energy   -6695.488 eV
Frontier orbital gap   10.99 eV
HOMO energy   -10.829 eV

---

The following is a DFT calculation (ωB97M-V/def2-TZVPD) of a single C3H3NO molecule at a distorted geometry.

Each line ends with the Mulliken charge.
Atoms and positions in Å:
1 O -1.338 0.522 -0.885  -0.451
2 C -0.368 0.542 0.027  0.587
3 C -0.342 -0.873 0.296  -0.657
4 C 1.081 0.705 -0.381  0.045
5 N 2.176 0.768 -0.759  -0.373
6 H -0.538 1.194 0.896  0.253
7 H -0.204 -1.597 -0.480  0.324
8 H -0.468 -1.261 1.286  0.272

## Properties
Lowest unoccupied orbital energy (alpha / beta)   -1.93 / -1.48 eV
Energy above the lowest of the compared OMol25 structures with the same formula, charge and spin   4.017 eV
DFT total energy   -6692.475 eV
Frontier orbital gap (alpha / beta)   8.26 / 9.97 eV
HOMO energy (alpha / beta)   -10.191 / -11.458 eV

---

The following is a DFT calculation (ωB97M-V/def2-TZVPD) of a single C3H3NO molecule at a distorted geometry.

Each line ends with the Mulliken charge.
Atoms and positions in Å:
1 O 0.467 -1.743 -1.197  -0.435
2 C 0.084 -1.086 -0.267  0.027
3 C 0.357 0.413 -0.169  -0.289
4 C -1.499 1.488 1.285  -0.161
5 N -0.610 1.046 0.654  -0.014
6 H -0.478 -1.520 0.585  0.349
7 H 0.337 0.846 -1.173  0.278
8 H 1.360 0.560 0.250  0.245

## Properties
Lowest unoccupied orbital energy   0.55 eV
Energy above the lowest of the compared OMol25 structures with the same formula, charge and spin   1.157 eV
DFT total energy   -6695.335 eV
Frontier orbital gap   11.30 eV
HOMO energy   -10.747 eV

---

The following is a DFT calculation (ωB97M-V/def2-TZVPD) of C3H3NO as an isolated structure at a distorted geometry.

Each line ends with the Mulliken charge.
Atoms and positions in Å:
1 O -1.144 0.797 -1.026  -0.428
2 C -0.721 0.579 0.083  -0.005
3 C -0.031 -0.805 0.177  -0.304
4 C 1.052 -0.061 -0.482  0.293
5 N 1.718 0.886 -0.344  -0.443
6 H -0.616 1.355 0.865  0.375
7 H -0.716 -1.495 -0.318  0.259
8 H 0.459 -1.256 1.046  0.253

## Properties
Lowest unoccupied orbital energy   0.36 eV
Energy above the lowest of the compared OMol25 structures with the same formula, charge and spin   1.868 eV
DFT total energy   -6694.624 eV
Frontier orbital gap   10.91 eV
HOMO energy   -10.549 eV

---

The following is a DFT calculation (ωB97M-V/def2-TZVPD) of a single C3H3NO molecule.

Each line ends with the Mulliken charge.
Atoms and positions in Å:
1 O -0.144 -1.268 2.100  -0.402
2 C 0.718 -0.023 -0.823  -0.720
3 C -0.352 0.695 -0.492  0.075
4 N -1.214 0.166 0.510  -0.465
5 C -0.659 -0.589 1.303  0.695
6 H 1.600 0.403 -1.285  0.251
7 H -0.640 1.663 -0.894  0.362
8 H 0.691 -1.046 -0.419  0.204

## Properties
Lowest unoccupied orbital energy   0.93 eV
Energy above the lowest of the compared OMol25 structures with the same formula, charge and spin   0.570 eV
DFT total energy   -6695.922 eV
Frontier orbital gap   10.44 eV
HOMO energy   -9.512 eV

---

The following is a DFT calculation (ωB97M-V/def2-TZVPD) of C3H3NO2 as an isolated structure at a distorted geometry.

Each line ends with the Mulliken charge.
Atoms and positions in Å:
1 O -1.691 1.901 0.577  -0.249
2 C -1.117 1.018 0.142  0.364
3 C -0.620 -0.874 -0.258  -0.292
4 N 0.635 -0.840 -0.661  -0.483
5 C 1.400 0.041 -0.004  0.167
6 O 0.940 0.943 0.728  -0.561
7 H -0.855 -1.078 0.795  0.297
8 H -1.389 -1.170 -0.972  0.370
9 H 2.476 0.009 -0.220  0.387

## Properties
Lowest unoccupied orbital energy   0.12 eV
Energy above the lowest of the compared OMol25 structures with the same formula, charge and spin   2.854 eV
DFT total energy   -8742.278 eV
Frontier orbital gap   9.85 eV
HOMO energy   -9.731 eV

---

The following is a DFT calculation (ωB97M-V/def2-TZVPD) of a single C3H3NO2 molecule at a distorted geometry.

Each line ends with the Mulliken charge.
Atoms and positions in Å:
1 C -0.726 -0.146 -0.011  0.546
2 C 0.477 -0.412 0.673  -0.443
3 C 1.392 0.203 -0.079  -0.137
4 H -2.647 0.120 -0.188  0.379
5 H 0.756 -1.116 1.503  0.297
6 H 2.437 0.397 0.017  0.421
7 N -0.521 0.587 -1.100  -0.431
8 O -1.984 -0.530 0.311  -0.526
9 O 0.817 0.897 -1.126  -0.106

## Properties
Lowest unoccupied orbital energy   0.82 eV
Energy above the lowest of the compared OMol25 structures with the same formula, charge and spin   2.517 eV
DFT total energy   -8742.614 eV
Frontier orbital gap   10.58 eV
HOMO energy   -9.755 eV

---

The following is a DFT calculation (ωB97M-V/def2-TZVPD) of a 2-piece molecular cluster, C3H3NO2 overall at a distorted geometry.

Each line ends with the Mulliken charge.
Atoms and positions in Å:
1 C 1.859 1.131 -1.708  -0.175
2 C -0.451 0.271 0.352  0.718
3 C -0.402 -1.137 0.669  -0.794
4 N 1.918 1.645 -2.771  -0.430
5 O -1.247 1.180 -0.200  -0.097
6 O -0.709 1.369 1.120  -0.171
7 H 0.149 -1.274 1.655  0.319
8 H 0.352 -1.650 -0.006  0.311
9 H -1.470 -1.535 0.889  0.318

## Properties
Lowest unoccupied orbital energy (alpha / beta)   -3.34 / -3.33 eV
Energy above the lowest of the compared OMol25 structures with the same formula, charge and spin   10.036 eV
DFT total energy   -8735.095 eV
Frontier orbital gap (alpha / beta)   5.85 / 5.86 eV
HOMO energy (alpha / beta)   -9.191 / -9.193 eV